DFT (ωB97M-V/def2-TZVPD) results for one molecule with the formula C4H3NO2.

Each line ends with the Löwdin charge.
Positions of all 10 atoms, in Å:
C (1.1640, -0.1586, -0.0472)  -0.410
C (-1.1714, -0.1428, 0.0202)  -0.403
C (-0.6525, 1.2972, 0.0120)  0.050
C (0.6804, 1.2782, -0.0554)  0.040
H (-0.0043, -1.9065, -0.0959)  0.147
H (-1.2964, 2.1390, 0.1331)  0.109
H (1.4245, 2.0618, -0.0306)  0.118
N (-0.0145, -0.9235, -0.0650)  0.160
O (2.2935, -0.6026, 0.0805)  0.096
O (-2.3118, -0.5816, 0.0283)  0.093

Cartesian forces, eV/Å:
0.26 -0.65 0.63
-0.59 -0.55 -0.60
0.49 -0.81 0.26
0.13 -0.57 0.12
-0.11 -1.14 0.05
-0.32 0.33 -0.11
-0.30 0.18 -0.05
0.31 1.44 0.05
-1.54 0.80 -0.51
1.68 0.98 0.17

Highest occupied orbital energy ... -10.54 eV
Multiplicity ... 1
Molar mass ... 97.07 g/mol
Energy above the lowest of the compared OMol25 structures with the same formula, charge and spin ... 0.000 eV
LUMO level ... -0.84 eV
Gap between HOMO and LUMO ... 9.7 eV